Molecular formula: C22H30N3
Method: DFT, ωB97M-V/def2-TZVPD

Last column: Mulliken charge in e.
Positions of all 55 atoms, in Å:
C  -6.411  -3.182  -1.725  -1.377
C  -5.113  -2.448  -1.569  0.943
C  -5.108  -1.050  -1.517  -0.535
C  -3.933  -0.341  -1.293  -0.758
C  -2.696  -0.997  -1.068  0.079
C  -1.551  -0.160  -0.719  0.038
C  -0.261  -0.542  -0.692  -0.373
C  1.008  0.216  -0.370  0.893
N  1.164  0.939  0.872  0.023
C  0.551  1.989  1.518  0.414
N  -0.384  2.779  0.946  0.320
C  -1.305  3.647  1.716  -0.954
C  -0.293  3.142  -0.483  -1.023
N  0.993  2.267  2.791  0.053
C  0.146  2.662  3.905  -1.106
C  2.404  2.273  3.189  -1.231
C  2.277  -0.684  -0.609  -0.534
C  3.496  -0.043  -0.859  -0.367
C  4.671  -0.750  -1.134  -0.660
C  4.674  -2.146  -1.277  1.018
C  5.960  -2.844  -1.604  -1.375
C  3.458  -2.813  -1.065  -0.969
C  2.291  -2.088  -0.750  -0.522
C  -2.692  -2.416  -1.225  -0.669
C  -3.889  -3.113  -1.439  -0.657
H  -6.248  -4.261  -1.753  0.352
H  -7.101  -2.997  -0.893  0.317
H  -6.931  -2.876  -2.640  0.326
H  -6.045  -0.516  -1.627  0.381
H  -3.949  0.750  -1.283  0.320
H  -1.817  0.880  -0.494  0.248
H  0.019  -1.503  -1.104  0.236
H  1.047  0.906  -1.248  0.289
H  1.950  0.638  1.464  0.300
H  -0.836  4.492  2.240  0.346
H  -1.985  4.098  0.991  0.310
H  -1.930  3.089  2.423  0.359
H  0.704  3.537  -0.770  0.311
H  -0.547  2.280  -1.112  0.338
H  -1.045  3.924  -0.671  0.360
H  -0.819  2.164  3.860  0.444
H  0.654  2.387  4.832  0.345
H  -0.055  3.731  3.996  0.319
H  3.122  2.189  2.361  0.408
H  2.651  3.226  3.691  0.398
H  2.539  1.482  3.943  0.411
H  3.517  1.047  -0.908  0.395
H  5.606  -0.192  -1.256  0.360
H  5.827  -3.921  -1.704  0.360
H  6.377  -2.456  -2.537  0.328
H  6.713  -2.652  -0.833  0.326
H  3.416  -3.909  -1.169  0.306
H  1.363  -2.655  -0.701  0.490
H  -1.757  -2.974  -1.160  0.357
H  -3.898  -4.203  -1.477  0.288

As for the charge: +1. For the strongest force on any atom, the calculation gives 3.2 eV/Å. The gap between HOMO and LUMO is 7.900 eV. Its spin multiplicity is 1. The structure (SMILES) is Cc1ccc(/C=C/[C@@H](NC(N(C)C)=[N+](C)C)c2ccc(C)cc2)cc1. The value obtained for the HOMO energy is -10.604 eV. For the LUMO energy, the calculation gives -2.70 eV.

Molecular formula: C22H30N4NiO5Si2
Method: DFT, ωB97M-V/def2-TZVPD

Last column: Mulliken charge in e.
Positions of all 64 atoms, in Å:
Ni  0.234  -0.585  0.302  0.504
O  0.754  -0.295  4.356  -0.823
C  0.923  -0.618  3.179  -0.329
O  0.005  -0.828  2.311  -0.715
C  2.360  -0.891  2.725  0.422
C  2.439  -2.076  1.759  -0.332
C  3.859  -2.630  1.672  -1.136
C  4.576  -1.513  0.866  -1.078
C  3.425  -0.538  0.609  -0.199
O  2.302  -1.433  0.465  -0.455
C  3.071  0.235  1.885  -0.072
C  2.249  1.453  1.500  -0.424
O  2.665  2.578  1.778  -0.818
O  1.199  1.192  0.811  0.097
H  2.930  -1.090  3.631  0.490
H  1.644  -2.805  1.872  0.778
H  4.290  -2.796  2.661  0.414
H  3.864  -3.571  1.125  0.349
H  5.385  -1.032  1.417  0.362
H  4.979  -1.898  -0.071  0.353
H  3.513  0.072  -0.285  0.707
H  3.963  0.606  2.387  0.386
C  -3.101  0.697  2.039  -0.983
Si  -3.045  0.344  0.212  0.157
C  -3.448  -1.463  -0.048  -1.127
C  -4.562  1.222  -0.511  -1.229
C  -1.404  0.762  -0.466  2.746
C  -1.001  0.193  -1.751  -0.741
C  -1.841  -0.067  -2.863  -0.907
C  -1.336  -0.675  -3.987  -0.475
C  0.010  -1.045  -4.043  -1.011
C  0.774  -0.793  -2.926  -0.320
N  0.302  -0.198  -1.830  0.420
Si  -0.720  2.474  -0.224  1.131
C  -1.970  3.658  -1.109  -1.518
C  -0.800  3.154  1.513  -1.365
C  0.766  2.902  -1.289  -1.123
H  -3.983  0.233  2.497  0.403
H  -3.145  1.776  2.225  0.237
H  -2.200  0.304  2.524  0.119
H  -4.381  -1.708  0.474  0.471
H  -2.650  -2.102  0.335  0.205
H  -3.578  -1.698  -1.110  0.307
H  -5.472  0.807  -0.056  0.326
H  -4.636  1.084  -1.596  0.313
H  -4.546  2.296  -0.315  0.310
H  -2.883  0.224  -2.806  0.201
H  -1.986  -0.873  -4.833  0.409
H  0.436  -1.545  -4.902  0.374
H  1.811  -1.114  -2.879  0.317
H  -2.943  3.684  -0.608  0.265
H  -2.134  3.345  -2.150  0.305
H  -1.584  4.688  -1.124  0.359
H  -1.688  3.782  1.643  0.301
H  0.105  3.741  1.705  0.404
H  -0.810  2.349  2.251  0.232
H  0.432  3.098  -2.315  0.288
H  1.528  2.124  -1.301  0.056
H  1.219  3.817  -0.887  0.370
N  -0.279  -2.531  -0.167  -0.379
C  0.126  -3.527  -0.608  0.643
N  0.453  -4.706  -1.025  -0.847
C  1.370  -4.955  -1.930  0.570
N  2.164  -5.296  -2.709  -0.694

Its expectation value of S² is 2.01. As for the charge: -2. For the strongest force on any atom, the calculation gives 1.0 eV/Å. The gap between HOMO and LUMO (spin up / spin down) is 6.633 / 7.144 eV. Its spin multiplicity is 3. The value obtained for the HOMO energy (spin up / spin down) is -1.721 / -2.235 eV. For the LUMO energy (spin up / spin down), the calculation gives 4.91 / 4.91 eV.

Molecular formula: C22H30N4O
Method: DFT, ωB97M-V/def2-TZVPD

Last column: Mulliken charge in e.
Positions of all 57 atoms, in Å:
C  1.277  4.398  -3.327  -1.658
C  0.413  3.519  -2.424  0.927
C  1.134  3.265  -1.101  -1.343
C  0.061  2.223  -3.165  -1.052
C  -0.813  1.248  -2.365  -1.034
N  -0.033  0.337  -1.562  0.657
C  0.184  -0.948  -1.919  0.015
N  -0.571  -1.475  -2.885  -0.607
C  -0.402  -2.743  -3.209  -0.543
C  0.522  -3.578  -2.606  -0.818
C  1.304  -3.049  -1.587  0.344
C  1.140  -1.728  -1.212  0.373
C  1.980  -1.082  -0.171  0.167
O  2.575  -0.035  -0.392  -0.723
N  2.094  -1.729  1.019  0.076
C  1.118  -2.670  1.522  -0.876
C  0.382  -2.036  2.722  -0.811
N  0.461  -0.599  2.575  0.628
C  -0.573  0.128  3.278  -1.201
C  -1.913  -0.119  2.635  0.162
C  -2.005  -0.176  1.249  0.459
C  -3.222  -0.403  0.635  -0.559
C  -4.366  -0.568  1.400  -0.546
C  -4.283  -0.508  2.780  -0.637
C  -3.061  -0.289  3.395  -0.564
C  1.807  -0.131  2.838  -0.934
C  2.794  -1.044  2.086  -0.950
H  2.225  3.906  -3.535  0.369
H  0.776  4.591  -4.273  0.404
H  1.485  5.352  -2.849  0.415
H  -0.520  4.055  -2.211  0.177
H  0.466  2.813  -0.371  0.200
H  1.995  2.615  -1.246  0.261
H  1.488  4.206  -0.685  0.508
H  -0.465  2.489  -4.084  0.399
H  0.981  1.707  -3.450  0.315
H  -1.491  1.804  -1.708  0.400
H  -1.406  0.630  -3.042  0.548
H  0.696  0.754  -1.000  -0.110
H  -1.041  -3.099  -4.008  0.423
H  0.635  -4.603  -2.921  0.411
H  2.052  -3.656  -1.096  0.493
H  1.624  -3.594  1.826  0.317
H  0.406  -2.903  0.732  0.503
H  -0.666  -2.338  2.712  0.457
H  0.827  -2.373  3.676  0.254
H  -0.335  1.195  3.202  0.373
H  -0.611  -0.128  4.353  0.287
H  -1.112  -0.051  0.657  0.376
H  -3.275  -0.453  -0.443  0.473
H  -5.318  -0.745  0.923  0.395
H  -5.170  -0.637  3.382  0.371
H  -3.001  -0.249  4.474  0.375
H  1.883  0.894  2.465  0.420
H  2.048  -0.129  3.917  0.393
H  3.217  -1.801  2.750  0.435
H  3.602  -0.458  1.646  0.403

For the strongest force on any atom, the calculation gives 0.6 eV/Å. The gap between HOMO and LUMO is 8.753 eV. Its spin multiplicity is 1. The structure (SMILES) is CC(C)CCNc1ncccc1C(=O)N1CCN(Cc2ccccc2)CC1. The value obtained for the HOMO energy is -7.944 eV. For the LUMO energy, the calculation gives 0.81 eV.

In the order shown, the computed energy relative to the best compared isomer or geometry (same formula, charge and spin) values come out to 0.509; 0.000; 1.336 eV.